Model one:
Entry from the Open Molecules 2025 dataset: a 2-piece molecular cluster, CH6OS2 overall (ωB97M-V/def2-TZVPD).

Positions of all 10 atoms, in Å:
C 1.0962 0.8545 0.0906
S 1.1306 0.1546 1.7623
S 0.7159 -1.8222 1.2081
H 0.0353 0.9076 -0.1336
H 1.5896 0.2911 -0.6568
H 1.5339 1.8468 0.1054
H -0.3475 -1.9645 2.0119
O -1.9312 0.3082 -1.3978
H -1.9276 -0.1664 -2.2338
H -1.8954 -0.4097 -0.7562

* SMILES string: CSS.O
* highest occupied orbital energy: -8.6 eV
* HOMO-LUMO gap: 9.01 eV

And the Löwdin charges, in e, turn out to be: atom 1 (C): -0.50, atom 2 (S): 0.37, atom 3 (S): 0.30, atom 4 (H): -0.01, atom 5 (H): 0.01, atom 6 (H): 0.03, atom 7 (H): -0.21, atom 8 (O): -0.06, atom 9 (H): 0.04, atom 10 (H): 0.03

Model two:
Entry from the Open Molecules 2025 dataset: a 2-piece molecular cluster, CH6OS2 overall (ωB97M-V/def2-TZVPD).

Positions of all 10 atoms, in Å:
C 0.4164 0.7922 3.4281
O -0.1910 1.4871 2.3418
H -0.3718 0.1778 3.8456
H 0.8415 1.5773 4.0415
H 1.2173 0.1334 2.9624
H -0.8644 0.8114 1.9248
S 0.7993 -1.2196 -1.5341
S -0.9738 -0.0138 -1.6359
H 1.4526 -0.2864 -0.8008
H -0.4545 0.6724 -0.5563

* SMILES string: CO.SS
* highest occupied orbital energy: -8.8 eV
* HOMO-LUMO gap: 8.76 eV

And the Löwdin charges, in e, turn out to be: atom 1 (C): -0.16, atom 2 (O): -0.20, atom 3 (H): 0.07, atom 4 (H): 0.08, atom 5 (H): 0.09, atom 6 (H): 0.12, atom 7 (S): 0.21, atom 8 (S): 0.22, atom 9 (H): -0.21, atom 10 (H): -0.22

The winner here is model one, beating the second structure by 1.144 eV.

Model one:
Entry from the Open Molecules 2025 dataset: one molecule with the formula C4H3N (ωB97M-V/def2-TZVPD).

Positions of all 8 atoms, in Å:
C -1.2659 -1.9827 0.3953
C -0.2552 -1.5245 -0.0676
N 0.8541 -0.9156 -0.5799
C 0.7742 0.3210 -0.5847
C 0.6447 1.6158 -0.5714
H -2.1752 -2.3546 0.8099
H 0.9292 2.1793 0.3099
H 0.1660 2.1192 -1.4037

* SMILES string: C#CN=C=C
* highest occupied orbital energy: -9.7 eV
* HOMO-LUMO gap: 10.51 eV

And the Löwdin charges, in e, turn out to be: atom 1 (C): 0.11, atom 2 (C): -0.22, atom 3 (N): 0.09, atom 4 (C): -0.16, atom 5 (C): 0.03, atom 6 (H): 0.02, atom 7 (H): 0.06, atom 8 (H): 0.06

Model two:
Entry from the Open Molecules 2025 dataset: one molecule with the formula C4H3N (ωB97M-V/def2-TZVPD).

Positions of all 8 atoms, in Å:
C 1.5166 -0.5099 -0.0690
C -1.2741 -0.8830 -0.2136
C -0.3564 1.2371 0.0260
C 0.9256 0.5381 -0.0909
N -1.2195 0.2805 0.1230
H 2.3772 -1.0544 0.1832
H -1.5210 -1.8227 0.2221
H -0.4485 2.2142 -0.1809

* highest occupied orbital energy (spin up / spin down): -7.9 / -7.9 eV
* HOMO-LUMO gap (spin up / spin down): 7.90 / 7.90 eV

And the Löwdin charges, in e, turn out to be: atom 1 (C): 0.07, atom 2 (C): 0.10, atom 3 (C): -0.16, atom 4 (C): -0.11, atom 5 (N): -0.03, atom 6 (H): 0.02, atom 7 (H): 0.05, atom 8 (H): 0.06

The winner here is model one, beating the second structure by 2.385 eV.